Version a
Density functional theory data (ωB97M-V/def2-TZVPD) for a 2-piece molecular cluster, C12H19NO overall.

The geometry in ORCA input format:
```
! RIJCOSX wB97M-V def2-TZVPD def2/J DEFGRID3
* xyz 0 1
C 0.13 0.36 -2.27
C 0.76 0.86 -1.01
N 2.15 0.44 -0.56
C 2.25 -1.10 -0.35
C 2.81 1.23 0.35
C 2.97 2.71 0.09
O 3.33 0.81 1.30
H 0.93 0.52 -3.03
H -0.95 0.83 -2.49
H -0.24 -0.77 -2.10
H 1.21 1.93 -1.18
H 0.00 0.81 -0.28
H 2.98 -1.35 0.29
H 1.36 -1.47 0.03
H 2.33 -1.57 -1.33
H 3.16 2.94 -0.97
H 1.98 3.28 0.53
H 3.95 3.23 0.46
C -1.07 0.26 2.22
C -1.78 -0.46 1.14
C -3.05 0.09 0.73
C -3.72 -0.61 -0.29
C -3.20 -1.77 -0.91
C -1.87 -2.13 -0.66
C -1.27 -1.54 0.50
H -0.50 -0.59 2.75
H -1.66 0.77 2.92
H -0.21 1.05 1.88
H -3.33 1.03 1.34
H -4.78 -0.37 -0.47
H -3.65 -2.49 -1.55
H -1.52 -2.96 -1.30
H -0.36 -1.80 0.88
*
```

Results
SMILES string: CCN(C)C(C)=O.Cc1ccccc1
HOMO-LUMO gap: 9.8847 eV
highest occupied orbital energy: -9.076 eV

Version b
Density functional theory data (ωB97M-V/def2-TZVPD) for a 2-piece molecular cluster, C12H19NO overall.

The geometry in ORCA input format:
```
! RIJCOSX wB97M-V def2-TZVPD def2/J DEFGRID3
* xyz 0 1
C -1.72 2.08 1.14
C -2.15 0.61 1.07
N -3.07 0.14 0.10
C -3.77 -1.13 0.34
C -2.45 0.47 -1.26
C -1.11 0.00 -1.49
O -3.26 1.18 -1.74
H -0.78 2.40 1.25
H -2.35 2.44 1.84
H -2.17 2.61 0.30
H -1.09 -0.03 0.86
H -2.73 0.44 2.04
H -3.15 -1.85 -0.22
H -3.98 -1.61 1.15
H -4.75 -1.11 -0.16
H -0.39 0.84 -1.04
H -0.84 -1.02 -1.25
H -0.73 0.03 -2.53
C 2.47 0.26 -1.96
C 2.59 -0.19 -0.57
C 2.05 -1.46 -0.23
C 2.41 -1.92 1.02
C 3.01 -1.18 2.06
C 3.39 0.16 1.61
C 3.49 0.49 0.28
H 3.03 1.33 -2.08
H 1.55 0.26 -2.43
H 2.84 -0.50 -2.84
H 1.38 -1.97 -0.93
H 2.02 -2.87 1.40
H 3.12 -1.24 3.20
H 3.47 0.78 2.50
H 3.91 1.41 0.09
*
```

Results
SMILES string: CCN(C)C(C)=O.Cc1ccccc1
HOMO-LUMO gap: 8.5644 eV
highest occupied orbital energy: -7.928 eV

Name the most stable of them. version a.

Version a
Density functional theory data (ωB97M-V/def2-TZVPD) for an isolated molecule of C3H9NOS.

The geometry in ORCA input format:
```
! RIJCOSX wB97M-V def2-TZVPD def2/J DEFGRID3
* xyz 0 1
O -0.06 -2.25 -0.80
C -0.89 -1.49 0.15
N -0.04 -0.81 1.07
C 0.77 0.29 0.57
C -0.07 1.37 -0.11
S 1.23 2.52 -0.73
H -0.43 -2.22 -1.69
H -1.42 -0.77 -0.46
H -1.39 -2.28 0.71
H 0.31 -1.39 1.82
H 1.36 0.67 1.39
H 1.41 -0.09 -0.24
H -0.57 1.05 -1.02
H -0.67 1.94 0.59
H 0.45 3.47 -1.24
*
```

Results
SMILES string: OCNCCS
HOMO-LUMO gap: 9.7879 eV
highest occupied orbital energy: -8.944 eV

Version b
Density functional theory data (ωB97M-V/def2-TZVPD) for an isolated molecule of C3H9NOS.

The geometry in ORCA input format:
```
! RIJCOSX wB97M-V def2-TZVPD def2/J DEFGRID3
* xyz 0 1
O -2.46 0.32 -0.48
C -1.89 -0.09 0.84
N -0.49 0.13 0.98
C 0.44 -0.56 0.01
C 1.72 0.33 -0.15
S 2.96 -0.56 -1.09
H -2.08 1.11 -0.79
H -2.14 -1.19 0.77
H -2.43 0.37 1.68
H -0.31 1.13 0.95
H -0.03 -0.71 -0.96
H 0.77 -1.55 0.43
H 2.15 0.53 0.82
H 1.49 1.26 -0.67
H 2.29 -0.52 -2.33
*
```

Results
SMILES string: OCNCCS
HOMO-LUMO gap: 9.9397 eV
highest occupied orbital energy: -9.241 eV

Name the most stable of them. version b.

Version a
Density functional theory data (ωB97M-V/def2-TZVPD) for an isolated molecule of C23H29N3O4S.

The geometry in ORCA input format:
```
! RIJCOSX wB97M-V def2-TZVPD def2/J DEFGRID3
* xyz 0 1
C 2.33 4.42 -4.85
C 3.24 3.22 -4.60
O 2.62 1.99 -4.94
C 1.69 1.45 -4.11
C 1.32 1.94 -2.86
C 0.37 1.27 -2.11
C -0.23 0.12 -2.58
N -1.23 -0.53 -1.82
C -2.30 0.29 -1.28
C -2.09 0.83 0.15
O -2.89 1.64 0.59
N -1.02 0.37 0.79
C -0.70 0.63 2.19
C -0.53 2.13 2.46
C -0.15 2.35 3.92
C -1.21 1.77 4.84
C -1.40 0.28 4.57
C -1.78 0.06 3.11
C -1.28 -1.86 -1.58
O -2.23 -2.40 -1.04
C -0.03 -2.69 -1.89
N 0.24 -3.52 -0.73
C 0.57 -2.88 0.42
O 0.88 -1.70 0.43
C 0.56 -3.68 1.64
C 0.38 -5.02 1.86
C 0.43 -5.37 3.22
C 0.64 -4.28 4.02
S 0.79 -2.83 3.13
C 0.12 -0.36 -3.84
C 1.07 0.29 -4.59
H 1.44 4.37 -4.23
H 2.02 4.44 -5.89
H 2.87 5.34 -4.63
H 3.59 3.20 -3.56
H 4.11 3.27 -5.26
H 1.77 2.83 -2.46
H 0.10 1.66 -1.14
H -3.21 -0.33 -1.24
H -2.49 1.14 -1.95
H -0.43 -0.33 0.35
H 0.24 0.12 2.38
H -1.47 2.64 2.23
H 0.25 2.53 1.80
H -0.03 3.42 4.10
H 0.81 1.87 4.12
H -0.92 1.92 5.88
H -2.16 2.29 4.67
H -2.17 -0.12 5.22
H -0.47 -0.25 4.78
H -1.90 -1.01 2.91
H -2.73 0.55 2.89
H 0.84 -2.05 -2.06
H -0.19 -3.34 -2.75
H -0.28 -4.38 -0.66
H 0.24 -5.75 1.07
H 0.32 -6.37 3.59
H 0.71 -4.26 5.09
H -0.37 -1.24 -4.23
H 1.35 -0.07 -5.57
*
```

Results
SMILES string: CCOc1ccc(N(CC(=O)NC2CCCCC2)C(=O)CNC(=O)c2cccs2)cc1
HOMO-LUMO gap: 8.4978 eV
highest occupied orbital energy: -8.318 eV

Version b
Density functional theory data (ωB97M-V/def2-TZVPD) for an isolated molecule of C23H29N3O4S.

The geometry in ORCA input format:
```
! RIJCOSX wB97M-V def2-TZVPD def2/J DEFGRID3
* xyz 0 1
C 0.44 -2.29 -5.32
C 0.27 -2.04 -3.83
O 0.46 -0.65 -3.61
C 0.40 -0.18 -2.33
C 0.13 -0.96 -1.22
C 0.11 -0.39 0.05
N -0.16 -1.10 1.22
C -0.39 -2.41 1.48
S -0.35 -3.63 0.37
N -0.73 -2.65 2.78
C -0.73 -3.97 3.35
C 0.57 -4.21 4.13
C 0.56 -5.55 4.89
C 0.08 -5.14 6.28
C 0.71 -3.75 6.41
O 0.71 -3.19 5.11
C 0.38 0.98 0.21
O 0.39 1.43 1.51
C 0.56 2.80 1.78
C -0.70 3.62 1.53
C 0.65 1.75 -0.91
C 0.64 1.19 -2.18
N 0.95 1.93 -3.32
C 0.72 3.24 -3.62
O 1.23 3.76 -4.60
C -0.23 3.98 -2.75
C -1.48 3.45 -2.44
C -2.40 4.19 -1.72
C -2.07 5.47 -1.30
C -0.84 6.01 -1.61
C 0.08 5.28 -2.34
H 0.29 -3.35 -5.54
H 1.43 -2.00 -5.64
H -0.29 -1.71 -5.88
H 1.01 -2.61 -3.26
H -0.74 -2.34 -3.51
H -0.07 -2.01 -1.32
H -0.17 -0.47 2.02
H -0.54 -1.93 3.46
H -1.59 -4.06 4.02
H -0.83 -4.70 2.54
H 1.41 -4.14 3.44
H 1.57 -5.96 4.94
H -0.09 -6.28 4.41
H -1.01 -5.07 6.31
H 0.41 -5.82 7.06
H 1.74 -3.82 6.78
H 0.15 -3.08 7.07
H 0.82 2.84 2.84
H 1.40 3.21 1.21
H -0.52 4.66 1.77
H -1.51 3.25 2.15
H -1.01 3.55 0.48
H 0.88 2.80 -0.81
H 1.40 1.40 -4.06
H -1.73 2.45 -2.78
H -3.37 3.78 -1.49
H -2.79 6.05 -0.74
H -0.59 7.01 -1.29
H 1.04 5.69 -2.61
*
```

Results
SMILES string: CCOc1cc(NC(=S)NC[C@@H]2CCCO2)c(OCC)cc1NC(=O)c1ccccc1
HOMO-LUMO gap: 8.0408 eV
highest occupied orbital energy: -7.422 eV

Name the most stable of them. version a.

Version a
Density functional theory data (ωB97M-V/def2-TZVPD) for an isolated ion of composition C4H8NO2S and charge -1.

The geometry in ORCA input format:
```
! RIJCOSX wB97M-V def2-TZVPD def2/J DEFGRID3
* xyz -1 1
O -1.74 1.57 -1.52
C -1.97 1.43 -0.26
O -2.97 1.73 0.39
N -0.90 0.77 0.52
C 0.37 0.81 -0.05
C 0.84 -0.46 -0.88
C 0.89 -1.81 -0.18
S 2.36 -1.79 0.91
H -1.16 0.17 1.33
H 1.12 1.13 0.73
H 0.36 1.61 -0.89
H 1.84 -0.21 -1.32
H 0.17 -0.58 -1.85
H 0.79 -2.73 -0.87
H -0.07 -1.78 0.46
H 2.40 -0.56 1.43
*
```

Results
SMILES string: O=C([O-])NCCCS
HOMO-LUMO gap: 6.9298 eV
highest occupied orbital energy: -3.953 eV

Version b
Density functional theory data (ωB97M-V/def2-TZVPD) for a 2-piece molecular cluster, C4H8NO2S overall.

The geometry in ORCA input format:
```
! RIJCOSX wB97M-V def2-TZVPD def2/J DEFGRID3
* xyz -1 1
O 1.21 -2.29 0.38
C 0.39 -1.56 -0.22
N -0.49 -1.86 -1.16
C -3.04 0.10 -1.47
O -3.08 0.88 -2.39
C 0.40 -0.05 0.09
C 1.58 0.38 0.97
S 1.49 2.02 1.71
H -0.60 -2.87 -1.14
H -2.10 -0.33 -1.07
H -3.99 -0.34 -1.10
H 0.46 0.56 -0.81
H -0.53 0.23 0.56
H 1.72 -0.33 1.77
H 2.49 0.33 0.37
H 0.36 1.86 2.42
*
```

Results
HOMO-LUMO gap: 6.9559 eV
highest occupied orbital energy: -3.827 eV

Version c
Density functional theory data (ωB97M-V/def2-TZVPD) for a 2-piece molecular cluster, C4H8NO2S overall.

The geometry in ORCA input format:
```
! RIJCOSX wB97M-V def2-TZVPD def2/J DEFGRID3
* xyz -1 1
O -2.99 -0.29 0.94
C -1.77 -0.16 0.67
N -1.20 0.71 -0.12
C 3.16 3.95 -3.24
O 3.17 4.64 -4.22
C -0.81 -1.01 1.52
C -1.09 -2.43 1.19
S -0.03 -3.70 1.94
H -1.77 1.32 -0.69
H 2.30 3.32 -2.95
H 4.14 3.73 -2.72
H 0.22 -0.75 1.26
H -0.94 -0.89 2.61
H -2.12 -2.80 1.46
H -1.35 -2.62 0.12
H 1.08 -3.02 2.21
*
```

Results
HOMO-LUMO gap: 6.3554 eV
highest occupied orbital energy: -3.571 eV

Name the most stable of them. version a.

Version a
Density functional theory data (ωB97M-V/def2-TZVPD) for an isolated molecule of C8H11Cl3Si2.

The geometry in ORCA input format:
```
! RIJCOSX wB97M-V def2-TZVPD def2/J DEFGRID3
* xyz 0 1
C 0.18 3.42 -0.08
Si 0.91 1.66 0.20
C 2.20 1.67 -1.10
C -0.37 0.28 0.09
C -1.75 0.45 0.06
C -2.63 -0.63 -0.02
C -2.04 -1.89 0.03
C -0.65 -2.07 0.14
Si 0.24 -3.73 0.53
Cl -0.25 -5.42 -0.64
Cl -0.20 -4.12 2.55
Cl 2.34 -3.55 0.46
C 0.20 -0.99 0.18
H -0.73 3.66 0.48
H 0.88 4.18 0.20
H 0.04 3.53 -1.18
H 1.39 1.66 1.54
H 1.92 2.10 -1.98
H 3.11 2.13 -0.74
H 2.37 0.58 -1.27
H -2.04 1.48 0.12
H -3.71 -0.44 0.07
H -2.67 -2.75 -0.06
H 1.25 -1.20 0.44
*
```

Results
SMILES string: C[SiH](C)c1cccc([Si](Cl)(Cl)Cl)c1
HOMO-LUMO gap: 10.2414 eV
highest occupied orbital energy: -9.798 eV

Version b
Density functional theory data (ωB97M-V/def2-TZVPD) for an isolated molecule of C8H11Cl3Si2.

The geometry in ORCA input format:
```
! RIJCOSX wB97M-V def2-TZVPD def2/J DEFGRID3
* xyz 0 1
C 0.62 3.17 1.14
Si 1.32 1.71 0.17
C 2.91 1.28 0.98
C 0.22 0.24 0.06
C -0.99 0.12 0.71
C -1.78 -1.02 0.42
C -1.40 -1.92 -0.54
Si -2.62 -3.05 -1.30
Cl -2.54 -4.99 -0.51
Cl -2.21 -3.41 -3.33
Cl -4.58 -2.20 -1.36
C -0.14 -1.79 -1.00
C 0.70 -0.75 -0.72
H -0.23 2.94 1.73
H 1.40 3.52 1.79
H 0.27 3.98 0.47
H 1.80 2.11 -1.18
H 3.22 0.37 0.38
H 2.69 1.00 2.01
H 3.72 2.02 0.89
H -1.38 1.04 1.18
H -2.79 -1.12 0.93
H 0.21 -2.63 -1.68
H 1.58 -0.60 -1.24
*
```

Results
SMILES string: C[SiH](C)c1ccc([Si](Cl)(Cl)Cl)cc1
HOMO-LUMO gap: 10.1635 eV
highest occupied orbital energy: -9.953 eV

Name the most stable of them. version a.

Version a
Density functional theory data (ωB97M-V/def2-TZVPD) for an isolated molecule of C23H25N5O2.

The geometry in ORCA input format:
```
! RIJCOSX wB97M-V def2-TZVPD def2/J DEFGRID3
* xyz 0 1
C -5.89 -3.57 -0.97
C -5.32 -2.20 -0.80
C -5.65 -1.17 -1.68
C -5.10 0.09 -1.48
C -4.23 0.27 -0.41
C -3.65 1.62 -0.09
O -4.33 2.49 0.42
N -2.35 1.79 -0.40
C -1.55 0.77 -1.05
C -0.07 1.14 -1.02
C 0.37 1.49 0.41
N 0.30 0.30 1.23
N -0.79 0.01 1.93
C -0.61 -1.18 2.46
C 0.63 -1.70 2.09
C 1.19 -0.72 1.29
N 2.42 -0.80 0.62
C 3.40 0.14 0.52
O 3.27 1.29 0.90
C 4.64 -0.39 -0.12
C 5.24 -1.53 0.40
C 6.41 -2.02 -0.13
C 6.99 -1.37 -1.21
C 6.41 -0.23 -1.73
C 5.23 0.28 -1.19
C 4.61 1.51 -1.77
C -0.53 2.60 1.00
C -1.66 2.98 0.04
C -3.98 -0.81 0.42
N -4.50 -2.01 0.22
H -6.97 -3.55 -0.86
H -5.47 -4.23 -0.21
H -5.66 -3.96 -1.96
H -6.34 -1.35 -2.49
H -5.34 0.91 -2.13
H -1.88 0.64 -2.09
H -1.69 -0.19 -0.54
H 0.52 0.30 -1.39
H 0.13 1.99 -1.67
H 1.41 1.82 0.40
H -1.36 -1.61 3.09
H 1.06 -2.65 2.36
H 2.69 -1.75 0.39
H 4.79 -2.03 1.26
H 6.87 -2.91 0.28
H 7.91 -1.75 -1.64
H 6.87 0.27 -2.56
H 5.24 1.94 -2.55
H 3.63 1.28 -2.20
H 4.45 2.26 -0.99
H -0.97 2.22 1.92
H 0.06 3.48 1.23
H -1.28 3.53 -0.82
H -2.40 3.60 0.55
H -3.32 -0.72 1.28
*
```

Results
SMILES string: Cc1ccc(C(=O)N2CCC(n3nccc3NC(=O)c3ccccc3C)CC2)cn1
HOMO-LUMO gap: 9.4409 eV
highest occupied orbital energy: -8.913 eV

Version b
Density functional theory data (ωB97M-V/def2-TZVPD) for an isolated molecule of C23H25N5O2.

The geometry in ORCA input format:
```
! RIJCOSX wB97M-V def2-TZVPD def2/J DEFGRID3
* xyz 0 1
C 0.88 3.15 0.82
N 1.43 1.91 0.32
C 2.66 1.52 1.02
C 3.35 0.40 0.30
C 3.80 -0.72 0.98
C 4.43 -1.75 0.30
C 4.61 -1.67 -1.07
C 4.17 -0.56 -1.76
C 3.55 0.48 -1.08
C 0.61 0.84 0.05
N 0.75 -0.33 0.65
C -0.09 -1.16 0.01
C -0.76 -0.50 -1.01
C -1.68 -1.18 -1.87
O -2.30 -0.76 -2.82
N -1.79 -2.52 -1.48
C -1.18 -3.21 -0.45
O -1.43 -4.37 -0.24
N -0.28 -2.48 0.29
C 0.44 -3.09 1.39
N -0.30 0.81 -0.96
C -0.71 1.86 -1.86
C -2.21 2.16 -1.80
C -2.78 2.42 -0.39
C -2.84 1.18 0.45
C -3.66 0.12 0.06
C -3.70 -1.05 0.80
C -2.91 -1.19 1.93
C -2.12 -0.13 2.34
C -2.10 1.04 1.61
H -0.10 3.33 0.40
H 1.55 3.97 0.53
H 0.80 3.15 1.91
H 3.30 2.41 1.04
H 2.44 1.22 2.05
H 3.65 -0.79 2.05
H 4.77 -2.62 0.84
H 5.09 -2.48 -1.60
H 4.30 -0.49 -2.83
H 3.20 1.35 -1.61
H -2.43 -3.07 -2.03
H 0.14 -2.63 2.33
H 1.51 -2.94 1.24
H 0.20 -4.15 1.39
H -0.11 2.74 -1.64
H -0.48 1.54 -2.88
H -2.74 1.33 -2.25
H -2.38 3.05 -2.42
H -2.20 3.19 0.12
H -3.80 2.81 -0.52
H -4.27 0.21 -0.82
H -4.33 -1.87 0.48
H -2.93 -2.11 2.49
H -1.52 -0.22 3.23
H -1.48 1.86 1.95
*
```

Results
SMILES string: CN(Cc1ccccc1)c1nc2c(c(=O)[nH]c(=O)n2C)n1CCCc1ccccc1
HOMO-LUMO gap: 8.4728 eV
highest occupied orbital energy: -7.860 eV

Name the most stable of them. version b.